9
Properties=species:S:1:pos:R:3 method="wB97M-V/def2-TZVPD" max_force_ev_per_a=6.28 homo_ev=-10.70 lumo_energy_ev=0.8 gap_ev=11.512 smiles=OP(F)F.C#C relative_energy_ev=2.190
C 1.5648 0.7358 -0.9509
C 2.5082 -0.0606 -0.9737
O -1.1628 -0.7120 -0.1254
F -3.0561 -0.3639 1.1780
F -1.0085 0.5749 1.8504
P -1.4789 -0.8906 1.3260
H 0.9125 1.5147 -0.7292
H -1.5614 -0.0925 -0.6946
H 3.2823 -0.7058 -0.8806

=====

21
Properties=species:S:1:pos:R:3 method="wB97M-V/def2-TZVPD" max_force_ev_per_a=4.13 homo_ev=-9.01 lumo_energy_ev=0.7 gap_ev=9.701 relative_energy_ev=3.346
C 1.6989 1.9094 0.1992
C -4.1009 -1.6042 -0.3150
C -3.2117 0.4656 0.4220
C 2.7528 0.9424 -0.3328
C -3.0280 -0.8041 0.2342
N 3.8307 -1.3742 -0.0998
O 1.5429 -0.8772 0.9840
S 2.1731 -0.7682 -0.3054
H 2.1564 2.8274 0.5341
H 0.8974 2.2793 -0.5223
H 1.3960 1.5096 1.2340
H -4.7203 -2.0620 0.5003
H -4.9407 -1.1405 -0.8273
H -3.8360 -2.4568 -1.0283
H -2.4240 1.0473 0.9041
H -4.0842 0.8147 0.0239
H 4.2882 -0.9669 -0.8748
H 3.6583 0.9720 0.3415
H 3.1825 1.1201 -1.3602
H -2.2147 -1.2344 0.7208
H 4.0075 -2.2976 0.1048

=====

23
Properties=species:S:1:pos:R:3 method="wB97M-V/def2-TZVPD" max_force_ev_per_a=3.40 homo_ev=-9.08 lumo_energy_ev=1.0 gap_ev=10.070 smiles=Cc1ccccc1.CC relative_energy_ev=1.236
C 2.0915 -2.3339 -0.7834
C -0.1856 0.6894 -0.7990
C -1.4898 0.1436 -0.9232
C 0.9087 -0.1911 -0.7453
C 0.7565 -1.5739 -0.8989
C -1.6379 -1.2355 -1.0330
C -0.5113 -2.0272 -1.1774
H -0.0474 1.7434 -0.7629
H -2.2751 0.8358 -0.5833
H 1.8597 0.2454 -0.4071
H -2.6711 -1.5049 -1.2384
H 2.9270 -2.0199 -1.4003
H 1.9355 -3.4153 -1.0043
H -0.6601 -3.0676 -1.2181
H 2.4409 -2.2780 0.2409
C -0.8532 2.8121 2.1491
C 0.5047 2.6028 2.8492
H -0.8271 2.0976 1.2911
H -1.7030 2.6222 2.7143
H -0.8067 3.8618 1.7669
H 0.8280 1.5497 2.9518
H 0.5631 3.3243 3.6502
H 1.2531 2.8211 2.0908